No. 1
94
Properties=species:S:1:pos:R:3 method="wB97M-V/def2-TZVPD" total_energy_ev=-130376.6920 lumo_ev=-1.0 gap_ev=7.90 largest_force_ev_per_a=1.97 smiles="CCCO[C@@]1(CC(=O)Cl)OS(=O)(=O)[C@@H](CCCSC(=S)n2ccnc2)[C@](Cl)(OC[C@@H](C)O)[C@@H]1S.NC(N)=O.NC(N)=O.NC(N)=O.NC(N)=O"
C -0.91 3.44 -1.46
C 0.55 3.79 -1.10
C 0.87 3.84 0.38
O 1.53 2.66 0.89
C 0.85 1.89 1.79
C 0.51 2.62 3.09
C 1.25 3.91 3.45
O 0.68 4.75 4.02
Cl 2.94 4.20 3.06
O -0.48 1.53 1.27
S -0.55 0.40 0.17
O 0.40 0.59 -0.87
O -1.92 0.29 -0.21
C -0.12 -1.07 1.10
C 0.52 -2.10 0.16
C -0.29 -2.36 -1.12
C -1.18 -3.60 -0.96
S -2.59 -3.58 -2.10
C -3.61 -2.30 -1.42
S -3.77 -0.90 -2.21
N -4.30 -2.54 -0.23
C -5.39 -1.83 0.24
C -5.74 -2.38 1.43
N -4.90 -3.43 1.74
C -4.06 -3.52 0.74
C 0.76 -0.63 2.31
Cl 1.82 -2.05 2.76
O -0.04 -0.26 3.37
C -0.72 -1.28 4.10
C -1.92 -0.62 4.76
C -3.04 -0.37 3.76
O -2.33 -1.32 5.91
C 1.68 0.57 1.94
S 3.04 0.76 3.14
H -0.93 2.52 -2.05
H -1.35 4.20 -2.09
H -1.50 3.27 -0.57
H 1.27 3.14 -1.58
H 0.73 4.80 -1.46
H 0.01 4.12 0.98
H 1.60 4.64 0.53
H -0.52 2.95 3.01
H 0.55 1.97 3.95
H -1.05 -1.47 1.48
H 0.57 -3.03 0.71
H 1.52 -1.77 -0.10
H -0.89 -1.51 -1.43
H 0.41 -2.56 -1.93
H -1.51 -3.67 0.06
H -0.60 -4.49 -1.19
H -5.82 -1.00 -0.29
H -6.56 -2.08 2.06
H -3.30 -4.27 0.67
H -1.06 -2.08 3.44
H -0.09 -1.69 4.89
H -1.56 0.35 5.12
H -3.99 -0.17 4.24
H -3.13 -1.22 3.08
H -2.76 0.47 3.13
H -2.48 -2.25 5.69
H 2.21 0.37 1.01
H 2.37 0.66 4.29
N -5.18 0.18 -6.78
C -4.24 1.15 -6.56
N -3.80 1.26 -5.28
O -3.82 1.86 -7.46
H -5.54 -0.41 -6.05
H -5.53 0.08 -7.71
H -3.09 1.96 -5.10
H -4.12 0.69 -4.52
N 5.46 -5.64 0.57
C 4.73 -4.58 1.03
N 3.98 -4.83 2.16
O 4.73 -3.50 0.49
H 5.48 -6.54 1.01
H 6.02 -5.49 -0.25
H 3.45 -4.06 2.50
H 3.95 -5.71 2.63
N -0.70 3.04 -7.35
C -0.17 2.58 -6.18
N 1.16 2.27 -6.21
O -0.85 2.44 -5.17
H -0.17 3.16 -8.19
H -1.69 3.23 -7.37
H 1.57 1.93 -5.36
H 1.73 2.38 -7.02
N 7.17 2.80 1.59
C 7.23 1.47 1.25
N 6.28 0.68 1.84
O 8.06 1.04 0.48
H 6.49 3.18 2.22
H 7.84 3.41 1.18
H 6.28 -0.30 1.61
H 5.59 1.04 2.47



No. 2
16
Properties=species:S:1:pos:R:3 method="wB97M-V/def2-TZVPD" total_energy_ev=-19232.6167 de_lowest_kcal_mol=37.98 lumo_ev=0.7 gap_ev=8.64 largest_force_ev_per_a=3.05 smiles="C=C1SC[C@@H]2[C@H](O)[C@H]12"
C -0.20 1.72 -1.87
C -0.26 0.64 -1.09
S -1.75 -0.34 -0.92
C -0.93 -1.52 0.19
C 0.49 -1.06 0.45
C 0.69 0.21 1.18
O -0.43 0.81 1.68
C 0.90 0.11 -0.32
H -1.03 2.10 -2.43
H 0.77 2.25 -1.81
H -0.92 -2.47 -0.29
H -1.49 -1.58 1.09
H 1.16 -1.94 0.52
H 1.63 0.35 1.71
H -0.54 0.44 2.56
H 1.90 0.29 -0.66



No. 3
55
Properties=species:S:1:pos:R:3 method="wB97M-V/def2-TZVPD" total_energy_ev=-29239.1173 de_lowest_kcal_mol=0.00 lumo_ev=-2.5 total_charge=+1 gap_ev=7.70 largest_force_ev_per_a=4.72 smiles="Cc1ccc([C@@H](NC(N(C)C)=[N+](C)C)c2c(C)[nH]c3ccccc23)cc1"
C -4.32 -2.86 -0.34
C -3.03 -2.10 -0.20
C -2.00 -2.37 -1.09
C -0.81 -1.64 -1.02
C -0.65 -0.68 -0.02
C 0.62 0.15 -0.13
N 0.57 1.33 0.57
C -0.39 2.29 0.40
N -1.37 2.12 -0.55
C -2.78 2.48 -0.34
C -1.07 1.78 -1.95
N -0.33 3.39 1.16
C -1.38 4.41 1.13
C 0.93 3.81 1.76
C 1.87 -0.65 0.09
C 3.13 -0.20 -0.34
C 3.63 1.13 -0.74
N 3.99 -1.24 -0.39
C 3.36 -2.41 -0.01
C 3.86 -3.69 -0.09
C 3.01 -4.74 0.24
C 1.69 -4.48 0.63
C 1.19 -3.17 0.69
C 2.01 -2.09 0.32
C -1.64 -0.48 0.95
C -2.84 -1.18 0.83
H -5.08 -2.50 0.36
H -4.72 -2.80 -1.36
H -4.16 -3.93 -0.14
H -2.11 -3.12 -1.88
H -0.01 -1.81 -1.75
H 0.69 0.42 -1.20
H 1.24 1.50 1.32
H -3.08 2.31 0.70
H -2.99 3.53 -0.64
H -3.40 1.83 -0.98
H -0.06 2.10 -2.22
H -1.19 0.70 -2.12
H -1.78 2.29 -2.60
H -1.56 4.78 0.11
H -2.32 4.04 1.58
H -1.03 5.24 1.75
H 1.74 3.87 1.01
H 0.75 4.82 2.14
H 1.23 3.17 2.60
H 2.80 1.82 -0.90
H 4.29 1.55 0.04
H 4.21 1.06 -1.67
H 4.94 -1.17 -0.71
H 4.89 -3.82 -0.42
H 3.37 -5.77 0.20
H 1.03 -5.31 0.88
H 0.17 -2.98 1.01
H -1.50 0.23 1.78
H -3.65 -0.99 1.55